Record 1
# C18H18N6OS2Tc

C18H18N6OS2Tc as an isolated structure (ωB97M-V/def2-TZVPD, the OMol25 dataset).

## Properties
* LUMO (spin up / spin down): -7.292 / -7.902 eV
* energy relative to the best compared isomer or geometry (same formula, charge and spin): 26.95 kcal/mol

```
! RIJCOSX wB97M-V def2-TZVPD def2/J DEFGRID3
* xyz 2 4
Tc -1.625 0.579 -0.566
S -0.848 0.830 1.625
S -2.131 -1.889 -0.605
O -2.682 2.060 -0.432
N -2.645 -0.119 -2.400
N -3.566 -2.195 -2.891
N 0.304 0.090 -0.827
N 1.660 -0.087 2.290
N 1.347 0.125 3.501
N 1.167 -0.106 0.098
C 1.735 0.045 5.854
C -4.094 -1.727 -4.044
C 2.586 -0.123 6.927
C 0.776 -0.125 -2.170
C 0.792 0.575 -4.463
C -2.839 -1.410 -2.061
C -3.902 -0.422 -4.396
C -3.158 0.369 -3.522
C 2.018 -1.380 -3.777
C 3.934 -0.380 6.707
C 0.374 0.767 -3.155
C 4.435 -0.471 5.410
C 3.598 -0.306 4.327
C 0.748 0.146 1.338
C 2.249 -0.052 4.564
C -2.943 3.226 0.361
C 1.604 -1.197 -2.468
C 1.609 -0.503 -4.775
H 0.514 1.286 -5.230
H 2.670 -2.209 -4.018
H -3.039 2.957 1.410
H 1.943 -0.649 -5.794
H 5.486 -0.666 5.249
H -4.315 -0.021 -5.309
H 1.916 -1.869 -1.679
H -3.708 -3.163 -2.621
H -4.662 -2.429 -4.639
H 0.680 0.242 6.012
H 0.405 0.448 3.736
H 2.204 -0.056 7.936
H -2.967 1.414 -3.731
H 3.968 -0.364 3.313
H -0.196 1.654 -2.888
H 4.600 -0.505 7.550
H -3.872 3.671 0.016
H -2.131 3.939 0.237
*
```

Atom charges from the natural (NBO) analysis, given in e for atoms 1 to 2: atom 1 (Tc): 1.131, atom 2 (S): -0.027



Record 2
# C18H19AlBr48F

C18H19AlBr48F as an isolated structure (ωB97M-V/def2-TZVPD, the OMol25 dataset).

## Properties
* LUMO: 0.813 eV

```
! RIJCOSX wB97M-V def2-TZVPD def2/J DEFGRID3
* xyz -1 1
Br -3.352 -8.743 3.070
Br -5.940 -11.821 7.887
Br -0.445 5.210 -5.051
Br 5.846 11.799 -0.753
Br 4.346 0.509 -7.090
Br 0.090 -8.896 8.190
Br -1.060 -2.667 2.156
Br 3.961 2.187 7.494
Br 0.481 -8.817 5.019
Br 3.076 -1.322 -9.353
Br -5.613 1.628 -2.189
Br -0.811 -3.125 -3.597
Br 0.688 2.945 -3.140
Br 2.718 8.730 -3.413
Br -2.202 -6.041 -2.835
Br 5.882 -2.113 -8.059
Br -0.372 2.166 0.983
Br 2.703 -7.582 6.934
Br 2.317 2.453 2.995
Br -0.251 5.707 -1.906
Br 2.658 11.741 -0.749
Br -5.532 -2.332 2.990
Br -1.821 0.556 -1.356
Br 7.111 7.834 3.093
Br -3.963 0.196 4.116
Br -7.297 4.313 -2.480
Br 4.650 5.898 3.653
Br 5.359 1.560 2.713
Br -4.153 -0.242 0.976
Br -5.091 3.547 -4.657
Br -1.258 -3.094 -1.031
Br 1.061 -0.618 -3.007
Br 4.274 10.287 1.574
Br -4.855 -12.022 4.901
Br -2.626 -5.180 0.974
Br 4.661 8.831 4.867
Br 2.880 1.036 10.254
Br 3.946 5.924 -4.258
Br -2.042 -6.832 -5.911
Br 3.378 -0.089 4.583
Br 0.795 -1.748 -5.982
Br 0.867 1.553 7.839
Br -1.001 -8.863 -3.687
Br 5.442 7.708 -2.096
Br -3.182 3.187 -0.152
Br -3.108 -8.053 6.170
Br -4.792 -6.154 4.244
Br -2.908 -12.632 7.345
Al -0.668 1.757 -7.067
F -1.846 0.871 -6.133
C 4.267 10.806 -0.276
C 3.823 1.639 3.867
C -4.419 -11.613 6.727
C -2.123 -3.342 0.694
C -5.030 -0.496 2.672
C -0.084 -1.473 -4.301
C -2.130 4.078 -8.757
C -1.533 2.283 -0.548
C -3.291 -7.343 4.389
C -6.398 2.884 -3.416
C 1.349 -8.934 6.732
C -2.269 -7.476 -4.112
C 5.740 7.325 4.343
C 4.331 7.711 -3.674
C 2.654 1.060 8.344
C 0.531 4.837 -3.448
C -1.534 3.278 -8.062
C 4.165 -1.277 -7.770
H -4.134 -10.572 6.756
H 1.531 5.225 -3.564
H -2.402 -6.758 4.188
H -1.025 2.884 -1.287
H 1.846 -9.892 6.769
H -3.037 -2.764 0.679
H 0.051 0.763 -8.109
H -3.254 -7.915 -4.050
H -7.148 2.355 -3.985
H 4.279 9.894 -0.857
H 4.894 8.197 -4.458
H 3.654 -1.855 -7.013
H 0.368 2.385 -6.016
H 4.084 2.270 4.704
H -0.921 -0.806 -4.491
H 6.237 6.960 5.230
H -2.639 4.607 -9.528
H 2.824 0.055 7.986
H -5.944 0.080 2.646
*
```

Atom charges from the Löwdin analysis, given in e for atoms 1 to 2: atom 1 (Br): 0.558, atom 2 (Br): 0.568



Record 3
# C18H19AuIN5O3

C18H19AuIN5O3 as an isolated structure (ωB97M-V/def2-TZVPD, the OMol25 dataset).

## Properties
* LUMO: 0.211 eV
* energy relative to the best compared isomer or geometry (same formula, charge and spin): 16.50 kcal/mol

```
! RIJCOSX wB97M-V def2-TZVPD def2/J DEFGRID3
* xyz 0 1
Au -0.778 -0.185 -0.162
I -0.827 2.459 -0.265
O -0.172 -2.089 0.968
O -2.175 0.146 -3.400
O 1.110 0.366 5.704
N 1.481 -3.735 3.647
N -2.154 -3.328 -0.417
N -2.031 -1.351 -1.642
N -1.395 0.355 2.224
N -3.116 -3.097 -2.560
C -3.118 -2.087 -3.598
C 1.306 -4.350 1.322
C -0.665 -0.077 3.184
C 0.384 -0.862 5.769
C -2.582 3.849 1.706
C 0.245 -2.237 2.189
C -3.325 4.053 2.857
C -2.009 1.608 2.427
C -2.420 -2.620 -1.508
C 0.025 -1.357 3.268
C -1.940 2.638 1.494
C 1.018 -3.421 2.462
C -3.418 3.036 3.795
C -3.548 -4.462 -2.744
C -2.389 -0.932 -2.905
C 0.550 -1.719 4.539
C 1.241 -2.894 4.671
C -2.771 1.833 3.578
H -3.830 4.996 3.012
H -4.001 3.175 4.696
H -2.503 4.635 0.966
H -4.126 -1.788 -3.891
H -2.566 -2.401 -4.486
H 2.012 0.159 5.437
H -0.658 -0.577 5.927
H 1.911 -5.179 1.681
H -2.752 -5.104 -3.131
H -1.424 -2.945 0.216
H 0.694 -1.441 6.643
H -4.377 -4.477 -3.449
H -3.917 -4.873 -1.805
H -0.505 0.575 4.045
H 1.630 -3.194 5.638
H 1.827 -3.826 0.519
H -2.864 1.027 4.295
H 0.383 -4.739 0.884
H -2.299 -4.322 -0.435
*
```

Atom charges from the natural (NBO) analysis, given in e for atoms 1 to 2: atom 1 (Au): 0.720, atom 2 (I): 0.260



Record 4
# C18H19B2F15HgNO20P2S

C18H19B2F15HgNO20P2S as an isolated structure (ωB97M-V/def2-TZVPD, the OMol25 dataset).

## Properties
* LUMO: 4.707 eV
* energy relative to the best compared isomer or geometry (same formula, charge and spin): 145.09 kcal/mol

```
! RIJCOSX wB97M-V def2-TZVPD def2/J DEFGRID3
* xyz -3 1
Hg 15.319 -10.461 -3.613
S 15.837 -8.280 -0.735
P 18.137 -8.061 -4.124
P 15.672 -9.918 -7.418
F 14.242 -6.987 1.024
F 16.911 -10.796 -7.869
F 14.257 -9.038 1.419
F 18.383 -8.598 -5.646
F 13.234 -8.272 -0.284
F 17.650 -9.581 -3.741
F 19.749 -8.177 -3.886
F 15.272 -9.937 -9.001
F 14.389 -8.952 -7.313
F 16.571 -7.842 -4.384
F 18.215 -6.428 -4.514
F 16.134 -9.853 -5.776
F 17.980 -7.454 -2.648
F 14.737 -11.246 -7.387
F 16.568 -8.676 -7.912
O 16.024 -6.872 -1.260
O 11.983 -7.961 -4.742
O 10.111 -12.670 -4.094
O 16.948 -8.834 0.045
O 11.835 -11.455 -8.110
O 10.005 -6.364 -4.549
O 12.321 -5.632 -4.380
O 11.264 -6.367 -6.450
O 9.492 -6.233 -7.942
O 10.463 -11.952 -6.171
O 12.570 -10.488 -10.022
O 10.474 -9.737 -7.369
O 14.081 -8.572 -4.007
O 7.911 -6.659 -5.361
O 15.212 -12.421 -2.239
O 14.402 -5.753 -3.352
O 12.324 -10.580 -5.906
O 10.667 -8.350 -9.105
O 15.507 -9.113 -1.851
O 12.725 -11.177 -3.711
N 16.401 -12.529 -2.828
C 15.292 -13.278 -4.862
C 9.150 -6.457 -5.515
C 13.380 -6.222 -3.907
C 19.122 -13.533 -3.956
C 14.287 -8.146 0.474
C 11.047 -9.282 -8.482
C 18.990 -12.500 -2.780
C 16.172 -14.971 -3.353
C 17.736 -13.558 -4.674
C 16.400 -13.589 -3.888
C 12.096 -11.142 -4.751
C 11.939 -10.464 -8.954
C 17.795 -13.801 -0.941
C 9.947 -6.382 -6.822
C 13.234 -7.704 -4.240
C 17.647 -11.370 -1.015
C 17.630 -12.631 -1.903
C 10.778 -12.023 -4.886
B 11.241 -10.892 -6.862
B 11.386 -6.644 -4.996
H 15.495 -14.937 -2.499
H 18.690 -13.730 -0.323
H 15.282 -13.143 -1.610
H 19.084 -11.506 -3.219
H 17.799 -12.719 -5.367
H 18.077 -10.497 -1.507
H 18.049 -14.702 -1.500
H 19.929 -12.733 -2.278
H 15.414 -13.929 -5.727
H 18.269 -11.484 -0.127
H 14.364 -13.673 -4.450
H 15.656 -15.560 -4.111
H 16.903 -14.006 -0.350
H 17.647 -14.387 -5.376
H 20.025 -13.381 -4.547
H 17.141 -15.389 -3.081
H 19.260 -14.517 -3.507
H 16.657 -11.179 -0.602
H 15.208 -12.221 -5.112
*
```

Atom charges from the Löwdin analysis, given in e for atoms 1 to 2: atom 1 (Hg): 1.339, atom 2 (S): 0.560